# 1
The following is a DFT calculation (the ωB97M-V functional and the def2-TZVPD basis) of an isolated molecule of C4H7NO in a non-equilibrium geometry.

- maximum force (Eh/bohr) = 0.038
- Kohn-Sham gap (eV) = 10.4
- highest occupied orbital energy (eV) = -9.4
- E_tot (eV) = -7795.9397

```
! wB97M-V def2-TZVPD RIJCOSX def2/J DEFGRID3
* xyz 0 1
N -1.30 0.83 2.30
C -0.78 1.02 1.17
O -0.94 0.03 0.27
C -0.18 -0.15 -0.90
C 1.28 -0.11 -0.76
C 0.21 -1.58 -0.85
H -1.23 1.66 2.88
H -0.24 1.92 0.82
H -0.61 0.29 -1.79
H 1.81 0.28 -1.65
H 1.79 0.25 0.14
H -0.27 -2.13 -0.01
H 0.47 -2.32 -1.61
*
```

=====

# 2
The following is a DFT calculation (the ωB97M-V functional and the def2-TZVPD basis) of a cluster of 2 separate species, CH8NO in total in a non-equilibrium geometry.

- maximum force (Eh/bohr) = 0.059
- Kohn-Sham gap (spin up / spin down) (eV) = 4.5 / 11.5
- highest occupied orbital energy (spin up / spin down) (eV) = -3.6 / -10.9
- E_tot (eV) = -4700.4896

```
! wB97M-V def2-TZVPD RIJCOSX def2/J DEFGRID3
* xyz 0 2
N -0.88 1.65 0.60
H -0.59 2.51 1.14
H -0.19 0.89 0.48
H -1.09 1.94 -0.36
H -1.68 1.30 1.10
C 1.01 -1.52 -0.30
O 0.15 -0.53 -0.74
H 1.29 -2.23 -1.24
H 0.47 -2.03 0.50
H 1.94 -1.19 0.29
H -0.44 -0.79 -1.49
*
```

=====

# 3
The following is a DFT calculation (the ωB97M-V functional and the def2-TZVPD basis) of a cluster of 2 separate species, C6H12O in total in a non-equilibrium geometry.

- maximum force (Eh/bohr) = 0.042
- Kohn-Sham gap (eV) = 9.4
- highest occupied orbital energy (eV) = -8.6
- E_tot (eV) = -8462.4144

```
! wB97M-V def2-TZVPD RIJCOSX def2/J DEFGRID3
* xyz 0 1
C -0.81 -1.01 1.22
C -0.61 -0.48 -0.19
C -0.04 0.72 -0.43
C 0.05 1.84 0.51
C 0.34 3.13 0.29
C -1.00 -1.47 -1.22
H -1.09 -0.13 1.81
H -1.67 -1.66 1.26
H 0.13 -1.35 1.65
H 0.20 0.96 -1.47
H 0.07 1.54 1.55
H 0.39 3.49 -0.73
H 0.85 3.68 1.07
H -0.60 -2.46 -1.04
H -2.11 -1.55 -1.17
H -1.01 -1.11 -2.27
H 1.83 -0.77 -0.24
H 2.46 -2.04 -0.61
O 2.60 -1.33 0.02
*
```

=====

# 4
The following is a DFT calculation (the ωB97M-V functional and the def2-TZVPD basis) of a structure of composition C17H14Br2GdO2 in a non-equilibrium geometry.

- maximum force (Eh/bohr) = 0.071
- Kohn-Sham gap (spin up / spin down) (eV) = 6.9 / 5.2
- highest occupied orbital energy (spin up / spin down) (eV) = -4.3 / -4.3
- E_tot (eV) = -182874.4968

```
! wB97M-V def2-TZVPD RIJCOSX def2/J DEFGRID3
* xyz -1 8
C 3.03 0.93 -0.26
C 2.06 1.65 0.50
C 1.49 0.75 1.44
H 1.80 2.70 0.40
C 2.09 -0.53 1.27
C 3.05 -0.42 0.22
H 3.74 -1.20 -0.11
H 3.67 1.34 -1.03
H 0.78 1.00 2.22
H 1.89 -1.41 1.88
Gd 0.74 0.10 -1.45
Br 0.43 2.65 -2.38
C 0.67 -1.68 -3.31
C 1.88 -1.94 -2.57
C 2.73 -0.80 -2.74
H 2.18 -2.89 -2.11
C 2.06 0.16 -3.54
C 0.79 -0.40 -3.91
H 0.07 0.05 -4.60
H -0.17 -2.36 -3.43
H 3.77 -0.72 -2.41
H 2.43 1.15 -3.79
Br -0.89 -1.96 2.74
C -2.31 -0.72 2.63
C -3.17 -0.51 3.71
C -4.27 0.35 3.57
C -4.44 1.05 2.37
C -3.46 0.99 1.38
C -2.48 0.00 1.43
C -1.45 -0.07 0.34
O -0.89 1.05 0.06
O -1.09 -1.12 -0.29
H -2.99 -1.05 4.63
H -4.97 0.48 4.40
H -5.32 1.67 2.21
H -3.45 1.69 0.54
*
```

=====

# 5
The following is a DFT calculation (the ωB97M-V functional and the def2-TZVPD basis) of a structure of composition C32H37LiN2O3PSe2Si in a non-equilibrium geometry.

- maximum force (Eh/bohr) = 0.072
- Kohn-Sham gap (eV) = 3.2
- highest occupied orbital energy (eV) = -1.4
- E_tot (eV) = -190973.2544

```
! wB97M-V def2-TZVPD RIJCOSX def2/J DEFGRID3
* xyz -1 1
Li 11.70 9.82 7.50
C 16.21 10.61 8.33
N 15.42 9.49 8.86
C 16.13 8.52 9.69
C 14.19 9.25 8.31
O 13.69 10.03 7.47
C 13.47 7.91 8.68
O 12.10 8.08 8.27
C 10.97 7.42 8.86
C 9.73 8.26 8.42
O 9.87 9.18 7.59
N 8.53 7.94 8.97
C 7.32 8.60 8.47
C 8.33 6.74 9.79
H 16.35 11.38 9.10
H 15.67 11.00 7.47
H 17.19 10.23 7.97
H 17.04 9.02 10.04
H 16.40 7.60 9.14
H 15.51 8.25 10.54
H 13.55 7.65 9.75
H 13.92 7.04 8.13
H 11.05 7.38 9.97
H 10.92 6.37 8.53
H 7.64 9.31 7.69
H 6.81 9.12 9.30
H 6.64 7.85 8.05
H 9.18 6.62 10.49
H 8.24 5.84 9.14
H 7.37 6.89 10.34
Se 11.85 10.73 10.70
P 10.09 11.88 10.40
Se 8.82 12.17 8.54
C 8.74 10.98 11.30
C 8.94 9.72 11.81
C 7.87 9.04 12.41
C 6.63 9.68 12.51
C 6.46 10.97 12.04
C 7.50 11.62 11.43
C 10.11 13.39 11.42
C 10.71 13.31 12.67
C 10.54 14.33 13.59
C 9.85 15.49 13.26
C 9.29 15.58 11.99
C 9.44 14.56 11.06
H 9.90 9.22 11.69
H 7.98 8.05 12.83
H 5.80 9.15 13.00
H 5.47 11.45 12.12
H 7.37 12.60 11.01
H 11.34 12.44 12.92
H 11.01 14.23 14.56
H 9.73 16.31 13.97
H 8.72 16.46 11.70
H 9.01 14.69 10.06
C 9.95 16.80 6.55
C 10.29 16.97 7.88
C 10.84 15.91 8.60
C 10.98 14.65 7.99
C 10.65 14.50 6.65
C 10.19 15.58 5.90
Si 11.76 13.12 8.80
C 13.42 13.81 9.48
C 14.48 13.71 8.59
C 15.74 14.27 8.92
C 15.93 14.85 10.16
C 14.87 14.89 11.07
C 13.62 14.38 10.72
H 9.50 17.60 5.98
H 10.17 17.96 8.35
H 11.13 16.04 9.64
H 10.72 13.49 6.18
H 9.96 15.46 4.85
H 12.16 12.15 7.71
H 14.35 13.20 7.63
H 16.54 14.22 8.20
H 16.89 15.25 10.43
H 15.01 15.33 12.05
H 12.80 14.45 11.42
*
```

=====

# 6
The following is a DFT calculation (the ωB97M-V functional and the def2-TZVPD basis) of a structure of composition C31H38As2BF4IN2O10PS2V in a non-equilibrium geometry.

- maximum force (Eh/bohr) = 0.097
- Kohn-Sham gap (spin up / spin down) (eV) = 6.0 / 6.0
- highest occupied orbital energy (spin up / spin down) (eV) = -12.8 / -12.8
- E_tot (eV) = -254180.6373

```
! wB97M-V def2-TZVPD RIJCOSX def2/J DEFGRID3
* xyz 2 1
V 0.30 -0.65 -0.81
N -3.10 -2.93 0.09
C -2.04 -2.36 -0.44
O -1.32 -1.57 0.22
C -1.67 -2.64 -1.87
C -0.78 -1.52 -2.39
H -3.34 -2.71 1.06
H -3.64 -3.62 -0.41
H -2.56 -2.75 -2.49
H -1.13 -3.59 -1.89
H -1.38 -0.73 -2.83
H -0.08 -1.90 -3.14
C -5.78 1.26 5.33
O -5.58 0.15 4.44
C -4.80 0.19 3.38
O -4.61 -0.81 2.72
C -4.07 1.44 3.00
C -4.60 2.53 2.45
As -3.96 4.41 2.13
C -4.41 5.19 3.85
C -1.63 2.19 0.57
C -1.51 2.39 1.84
As -2.10 1.02 3.17
C -1.90 1.99 4.88
C -1.03 3.66 2.44
O -1.86 4.43 2.94
O 0.24 3.85 2.43
C 0.81 5.03 3.04
C -1.64 1.47 -0.56
O -0.62 0.65 -0.83
O -2.53 1.53 -1.54
C -3.64 2.40 -1.32
C -5.95 2.90 1.97
O -6.03 4.13 1.78
O -6.97 2.18 1.62
C -7.01 0.75 1.54
H -6.85 1.48 5.35
H -5.23 2.14 5.03
H -5.47 0.94 6.32
H -5.43 4.94 4.14
H -4.34 6.27 3.74
H -3.71 4.89 4.63
H -2.46 2.92 4.91
H -0.84 2.19 5.05
H -2.24 1.33 5.68
H 1.57 4.69 3.74
H 0.05 5.62 3.54
H 1.28 5.62 2.25
H -4.13 2.52 -2.28
H -3.31 3.37 -0.93
H -4.34 1.94 -0.61
H -7.18 0.31 2.52
H -6.09 0.36 1.10
H -7.85 0.52 0.89
S 2.22 -2.59 -3.81
P 3.07 -0.91 -3.27
S 1.73 0.33 -2.21
C 3.65 0.16 -4.62
C 3.11 1.42 -4.87
C 3.60 2.17 -5.93
C 4.61 1.66 -6.74
C 5.13 0.39 -6.49
C 4.65 -0.36 -5.43
C 4.51 -1.15 -2.19
C 5.06 -2.43 -2.05
C 6.21 -2.60 -1.30
C 6.81 -1.50 -0.69
C 6.26 -0.24 -0.82
C 5.11 -0.05 -1.58
H 2.33 1.82 -4.24
H 3.19 3.15 -6.13
H 4.98 2.24 -7.57
H 5.91 0.00 -7.12
H 5.06 -1.34 -5.23
H 4.59 -3.27 -2.55
H 6.65 -3.58 -1.21
H 7.72 -1.64 -0.12
H 6.74 0.61 -0.36
H 4.69 0.94 -1.71
F 0.85 -0.77 1.85
B 1.64 0.43 2.05
F 1.51 1.13 0.83
F 1.07 1.14 3.10
F 2.95 0.08 2.28
N 3.32 -1.97 0.60
C 2.14 -2.49 0.44
O 1.34 -2.02 -0.43
C 1.79 -3.66 1.31
I 0.41 -5.01 0.42
H 3.54 -1.09 0.15
H 3.90 -2.23 1.38
H 1.32 -3.27 2.21
H 2.68 -4.23 1.58
*
```

=====

How do the records compare in energy relative to the best compared isomer or geometry (same formula, charge and spin)? In the order shown, they have 85.4 16.7 44.7 0.0 0.0 17.1 kcal per mole.